{
  "formula": "C89H202N31O10P5",
  "method": "ωB97M-V/def2-TZVPD",
  "fmax_ha_per_bohr": 0.0835,
  "orbital_gap_ev": 8.51,
  "homo_energy_ev": -8.18,
  "species": ["C", "C", "C", "C", "N", "H", "H", "H", "H", "H", "H", "H", "C", "C", "C", "C", "N", "H", "H", "H", "H", "H", "H", "H", "C", "C", "C", "C", "N", "H", "H", "H", "H", "H", "H", "H", "C", "C", "C", "C", "N", "H", "H", "H", "H", "H", "H", "H", "C", "C", "C", "C", "N", "H", "H", "H", "H", "H", "H", "H", "C", "C", "C", "C", "N", "H", "H", "H", "H", "H", "H", "H", "C", "C", "C", "C", "N", "H", "H", "H", "H", "H", "H", "H", "C", "C", "C", "C", "N", "H", "H", "H", "H", "H", "H", "H", "C", "C", "C", "C", "N", "H", "H", "H", "H", "H", "H", "H", "C", "C", "C", "C", "N", "H", "H", "H", "H", "H", "H", "H", "C", "C", "C", "C", "N", "H", "H", "H", "H", "H", "H", "H", "C", "O", "N", "C", "C", "H", "H", "H", "H", "H", "H", "H", "C", "O", "N", "C", "C", "H", "H", "H", "H", "H", "H", "H", "C", "O", "N", "C", "C", "H", "H", "H", "H", "H", "H", "H", "C", "O", "N", "C", "C", "H", "H", "H", "H", "H", "H", "H", "C", "O", "N", "C", "C", "H", "H", "H", "H", "H", "H", "H", "O", "P", "N", "C", "C", "N", "C", "C", "N", "C", "C", "H", "H", "H", "H", "H", "H", "H", "H", "H", "H", "H", "H", "H", "H", "H", "H", "H", "H", "O", "P", "N", "C", "C", "N", "C", "C", "N", "C", "C", "H", "H", "H", "H", "H", "H", "H", "H", "H", "H", "H", "H", "H", "H", "H", "H", "H", "H", "O", "P", "N", "C", "C", "N", "C", "C", "N", "C", "C", "H", "H", "H", "H", "H", "H", "H", "H", "H", "H", "H", "H", "H", "H", "H", "H", "H", "H", "O", "P", "N", "C", "C", "N", "C", "C", "N", "C", "C", "H", "H", "H", "H", "H", "H", "H", "H", "H", "H", "H", "H", "H", "H", "H", "H", "H", "H", "O", "P", "N", "C", "C", "N", "C", "C", "N", "C", "C", "H", "H", "H", "H", "H", "H", "H", "H", "H", "H", "H", "H", "H", "H", "H", "H", "H", "H"],
  "xyz": [[-4.30, -2.95, 8.72], [-4.99, -3.08, 7.38], [-5.04, -1.86, 6.47], [-3.72, -1.53, 5.95], [-2.63, -1.38, 5.64], [-4.55, -2.08, 9.31], [-3.24, -2.88, 8.43], [-4.31, -3.85, 9.36], [-6.03, -3.36, 7.51], [-4.61, -3.96, 6.81], [-5.47, -1.00, 6.98], [-5.60, -2.08, 5.55], [2.91, 4.96, 1.20], [2.59, 3.50, 0.93], [3.43, 2.96, -0.26], [3.21, 1.60, -0.64], [3.19, 0.47, -0.84], [2.33, 5.51, 1.95], [2.91, 5.47, 0.22], [3.98, 4.99, 1.46], [1.54, 3.43, 0.73], [2.72, 2.91, 1.86], [4.52, 3.03, -0.12], [3.19, 3.60, -1.12], [-3.49, 0.95, -4.44], [-3.99, 2.36, -4.75], [-3.71, 2.72, -6.18], [-2.31, 2.70, -6.48], [-1.25, 2.90, -6.84], [-3.80, 0.55, -3.50], [-2.44, 0.96, -4.50], [-3.97, 0.31, -5.16], [-3.40, 3.00, -4.12], [-5.04, 2.44, -4.46], [-4.04, 3.72, -6.35], [-4.11, 2.03, -6.88], [5.52, -0.46, -5.68], [5.22, -0.27, -4.21], [5.01, 1.32, -4.05], [6.26, 2.04, -3.69], [7.23, 2.55, -3.39], [5.50, -1.45, -6.06], [6.55, -0.05, -5.83], [4.76, 0.07, -6.23], [6.04, -0.64, -3.61], [4.29, -0.76, -3.96], [4.20, 1.59, -3.30], [4.62, 1.73, -4.98], [-4.24, 2.92, 2.43], [-5.01, 1.66, 2.95], [-5.63, 0.76, 1.87], [-6.22, -0.45, 2.46], [-6.84, -1.31, 2.91], [-3.92, 3.56, 3.25], [-4.94, 3.60, 1.96], [-3.36, 2.71, 1.79], [-5.79, 2.06, 3.58], [-4.36, 1.07, 3.59], [-4.88, 0.45, 1.18], [-6.35, 1.39, 1.34], [-0.90, -4.36, -5.60], [-1.95, -3.25, -5.68], [-2.80, -3.26, -6.94], [-3.35, -1.95, -7.07], [-3.72, -0.90, -7.20], [-0.07, -4.17, -6.35], [-1.29, -5.39, -5.74], [-0.48, -4.31, -4.59], [-1.49, -2.30, -5.47], [-2.64, -3.40, -4.81], [-3.54, -4.02, -6.80], [-2.34, -3.69, -7.87], [-6.26, -0.97, -4.25], [-6.84, -1.39, -2.93], [-6.37, -0.51, -1.76], [-6.59, 0.92, -2.02], [-6.73, 2.04, -2.20], [-6.83, -0.16, -4.71], [-6.37, -1.72, -5.02], [-5.23, -0.69, -4.29], [-6.48, -2.38, -2.55], [-7.96, -1.36, -2.92], [-5.28, -0.69, -1.57], [-6.82, -0.74, -0.80], [-3.02, -8.54, -0.82], [-3.33, -7.06, -0.68], [-2.44, -6.28, -1.71], [-2.92, -6.48, -3.11], [-3.33, -6.59, -4.18], [-3.45, -8.89, -1.77], [-3.33, -9.12, 0.02], [-1.91, -8.67, -0.92], [-3.09, -6.67, 0.27], [-4.38, -6.86, -0.95], [-1.37, -6.46, -1.66], [-2.55, -5.22, -1.42], [-6.71, 5.97, -0.41], [-6.83, 5.68, -1.93], [-5.64, 4.78, -2.41], [-4.55, 5.66, -2.85], [-3.69, 6.38, -3.18], [-6.95, 5.05, 0.13], [-7.47, 6.74, -0.24], [-5.66, 6.39, -0.21], [-6.86, 6.63, -2.55], [-7.72, 5.04, -2.07], [-5.81, 4.14, -3.28], [-5.29, 4.18, -1.56], [-2.12, 3.39, 6.33], [-1.86, 1.91, 6.02], [-0.45, 1.55, 5.69], [-0.07, 2.23, 4.47], [0.22, 2.70, 3.45], [-1.99, 4.03, 5.48], [-1.56, 3.80, 7.14], [-3.17, 3.49, 6.57], [-2.51, 1.49, 5.19], [-2.22, 1.40, 6.90], [-0.38, 0.48, 5.53], [0.29, 1.83, 6.46], [-6.50, -3.72, 0.70], [-5.03, -4.08, 0.68], [-4.07, -3.30, 1.70], [-4.37, -3.78, 3.03], [-4.66, -4.11, 4.12], [-7.03, -4.12, 1.57], [-7.02, -4.04, -0.23], [-6.46, -2.65, 0.68], [-4.65, -3.76, -0.37], [-4.83, -5.17, 0.85], [-4.43, -2.27, 1.68], [-3.04, -3.37, 1.50], [4.75, -5.57, 4.88], [5.27, -4.54, 5.34], [5.19, -6.15, 3.71], [6.26, -5.53, 3.02], [4.63, -7.41, 3.29], [3.91, -6.10, 5.32], [6.01, -4.46, 2.71], [6.47, -6.11, 2.14], [7.18, -5.48, 3.58], [5.36, -8.22, 3.21], [3.83, -7.65, 4.04], [4.14, -7.38, 2.29], [3.62, -2.64, 1.85], [3.14, -3.58, 1.24], [4.65, -1.79, 1.39], [4.78, -0.46, 2.00], [5.47, -2.20, 0.19], [3.15, -2.22, 2.76], [4.08, 0.19, 1.39], [5.86, -0.16, 2.01], [4.34, -0.49, 3.01], [5.60, -3.22, 0.27], [5.00, -1.96, -0.79], [6.44, -1.81, 0.24], [1.55, -0.93, -6.71], [1.54, -0.31, -5.67], [0.58, -0.87, -7.64], [0.68, -1.58, -8.91], [-0.45, 0.17, -7.47], [2.34, -1.61, -6.91], [0.05, -2.46, -8.91], [1.75, -1.83, -9.03], [0.46, -1.00, -9.79], [-0.02, 1.18, -7.54], [-1.20, 0.09, -8.26], [-0.96, 0.19, -6.49], [-0.97, -5.69, 2.49], [-1.21, -4.57, 2.01], [-0.11, -6.54, 1.91], [0.11, -7.89, 2.45], [0.78, -5.98, 0.87], [-1.51, -6.02, 3.34], [0.24, -8.62, 1.66], [-0.57, -8.18, 3.26], [1.07, -7.77, 2.98], [1.75, -5.71, 1.30], [0.88, -6.66, 0.05], [0.29, -5.07, 0.54], [0.75, -5.54, 5.59], [1.47, -6.31, 4.96], [0.39, -4.30, 5.25], [-0.27, -3.33, 6.10], [1.12, -3.67, 4.16], [0.25, -5.96, 6.48], [-0.67, -3.73, 7.05], [-1.06, -2.92, 5.53], [0.46, -2.50, 6.30], [0.44, -2.89, 3.71], [2.03, -3.10, 4.59], [1.31, -4.39, 3.32], [1.35, -6.90, -2.57], [2.59, -6.24, -2.99], [3.80, -6.47, -1.88], [3.93, -7.78, -1.32], [4.67, -5.53, -1.19], [2.47, -4.58, -3.12], [2.07, -3.88, -1.89], [2.42, -3.63, -4.23], [3.15, -6.83, -4.45], [4.39, -6.26, -4.98], [2.35, -7.65, -5.32], [4.02, -7.74, -0.29], [4.79, -8.31, -1.69], [3.06, -8.29, -1.51], [4.30, -5.24, -0.23], [4.80, -4.70, -1.83], [5.61, -6.06, -1.11], [2.45, -2.88, -2.02], [0.98, -3.89, -1.74], [2.57, -4.21, -1.04], [3.31, -3.00, -4.25], [2.46, -4.19, -5.20], [1.51, -3.09, -4.15], [4.18, -5.73, -5.95], [4.82, -5.60, -4.28], [5.12, -7.08, -5.05], [1.57, -8.22, -4.76], [2.95, -8.46, -5.71], [1.94, -7.09, -6.17], [-3.50, -0.48, -0.35], [-2.06, -0.32, -0.63], [-1.68, 1.29, -0.64], [-0.36, 1.78, -0.18], [-2.65, 2.26, -1.12], [-1.55, -1.14, -1.92], [-0.51, -0.92, -2.90], [-2.10, -2.45, -1.87], [-1.18, -1.00, 0.59], [0.00, -1.78, 0.32], [-1.43, -0.64, 1.97], [0.12, 2.41, -0.91], [0.26, 0.87, -0.07], [-0.42, 2.30, 0.75], [-2.40, 2.59, -2.12], [-2.65, 3.15, -0.47], [-3.67, 1.84, -1.15], [-0.81, -0.17, -3.69], [0.40, -0.50, -2.39], [-0.27, -1.83, -3.37], [-2.67, -2.68, -0.97], [-2.84, -2.67, -2.70], [-1.37, -3.31, -1.97], [0.91, -1.23, 0.52], [-0.08, -2.67, 0.97], [0.10, -2.14, -0.70], [-0.58, -0.14, 2.43], [-1.67, -1.56, 2.53], [-2.40, -0.04, 2.06], [-2.89, 10.12, 2.09], [-1.70, 9.43, 1.54], [-0.77, 8.62, 2.74], [0.43, 7.83, 2.53], [-1.36, 8.45, 4.02], [-0.55, 10.34, 0.84], [0.68, 10.88, 1.43], [-0.77, 10.99, -0.43], [-2.20, 8.33, 0.42], [-3.53, 7.88, 0.52], [-1.40, 7.40, -0.26], [1.07, 7.92, 3.50], [1.01, 8.18, 1.67], [0.25, 6.78, 2.38], [-1.41, 7.35, 4.25], [-2.37, 8.76, 4.06], [-0.80, 8.95, 4.80], [1.53, 10.52, 0.82], [0.51, 11.95, 1.53], [0.82, 10.47, 2.40], [-1.79, 10.87, -0.72], [-0.71, 12.09, -0.33], [-0.03, 10.64, -1.22], [-3.58, 6.85, 0.87], [-4.17, 8.60, 1.15], [-3.91, 7.90, -0.54], [-1.25, 6.53, 0.36], [-0.38, 7.77, -0.44], [-1.83, 7.12, -1.23], [0.93, 4.16, -2.17], [1.59, 4.73, -3.35], [2.25, 3.43, -4.25], [2.49, 3.73, -5.62], [1.49, 2.25, -4.09], [2.85, 5.76, -3.15], [4.19, 5.42, -3.62], [2.91, 6.96, -2.35], [0.57, 5.67, -4.19], [-0.92, 5.34, -4.05], [0.77, 7.05, -4.62], [3.20, 3.01, -5.98], [2.80, 4.77, -5.79], [1.60, 3.67, -6.21], [1.43, 1.98, -3.04], [1.95, 1.44, -4.60], [0.42, 2.30, -4.45], [4.92, 5.74, -2.89], [4.29, 4.33, -3.78], [4.51, 5.91, -4.53], [3.29, 7.85, -2.91], [1.95, 7.19, -1.95], [3.57, 6.78, -1.51], [-1.18, 4.30, -4.06], [-1.35, 5.62, -3.13], [-1.43, 5.81, -4.89], [0.33, 7.80, -3.90], [0.31, 7.05, -5.55], [1.83, 7.25, -4.73], [6.86, 0.84, 6.04], [5.41, 0.85, 6.38], [4.77, -0.61, 6.88], [4.49, -0.83, 8.29], [4.74, -1.68, 5.95], [4.58, 1.19, 4.96], [3.15, 1.23, 4.92], [5.25, 2.24, 4.20], [5.02, 1.86, 7.61], [6.11, 2.32, 8.39], [3.71, 2.44, 7.92], [5.24, -0.54, 9.01], [4.34, -1.91, 8.46], [3.50, -0.38, 8.59], [3.67, -2.08, 5.81], [5.31, -2.61, 6.30], [5.03, -1.47, 4.96], [2.74, 2.19, 5.21], [2.74, 0.98, 3.96], [2.77, 0.44, 5.58], [4.47, 2.85, 3.67], [5.81, 2.90, 4.79], [5.95, 1.76, 3.58], [5.97, 2.01, 9.48], [6.98, 1.74, 8.08], [6.21, 3.39, 8.26], [2.88, 2.17, 7.20], [3.77, 3.54, 7.91], [3.46, 2.04, 8.88]]
}